Entry 1:
C4H6F2 | the ωB97M-V functional and the def2-TZVPD basis

Geometry as ORCA input:
```
! wB97M-V def2-TZVPD RIJCOSX def2/J DEFGRID3
* xyz 0 1
C -0.0887 -0.4244 -1.4227
C 0.1081 0.4916 -0.2310
C 0.7728 -0.0679 1.0257
C -0.6723 0.2772 1.0067
F -1.1155 1.3556 1.6790
F -1.5832 -0.7070 1.0274
H -0.3865 -1.4229 -1.1067
H -0.8723 -0.0289 -2.0570
H 0.8246 -0.4704 -2.0749
H 0.3861 1.5391 -0.4520
H 1.5078 0.5641 1.5329
H 1.1192 -1.1061 1.0725
*
```

Output
HOMO-LUMO gap = 11.59 eV
Energy = -355.70779 Eh

Entry 2:
C44H114N6O14 | the ωB97M-V functional and the def2-TZVPD basis

Geometry as ORCA input:
```
! wB97M-V def2-TZVPD RIJCOSX def2/J DEFGRID3
* xyz 0 1
C -16.4818 15.7315 12.1767
C -17.9852 15.8632 12.0044
C -18.3801 16.4618 10.6237
O -18.5595 14.5689 12.0921
H -16.2901 15.1609 13.0834
H -16.0548 16.7333 12.1821
H -16.0643 15.2890 11.2716
H -18.4891 16.5072 12.7345
H -17.8878 17.4266 10.4747
H -19.4478 16.6786 10.6658
H -18.1353 15.8183 9.7801
H -19.5172 14.6351 11.8960
C -14.8283 18.1456 10.1863
C -13.4481 18.8341 10.1587
C -12.4230 18.0408 9.3790
O -13.6877 20.0480 9.4509
H -14.6676 17.1618 10.6462
H -15.2320 17.9922 9.1879
H -15.5543 18.6046 10.8608
H -13.0468 18.9964 11.1677
H -12.8383 17.7860 8.4014
H -12.2105 17.1157 9.9160
H -11.4938 18.5846 9.2164
H -14.3089 20.5338 10.0421
C -17.8406 18.8055 7.7929
C -17.4715 20.0313 6.9319
C -17.6737 19.7271 5.4623
O -18.3333 21.0940 7.3258
H -18.8468 18.4026 7.6984
H -17.5834 18.9985 8.8342
H -17.1561 18.0209 7.4468
H -16.4225 20.2045 7.1727
H -17.4032 20.5674 4.8235
H -18.6894 19.4127 5.2094
H -17.0609 18.8541 5.2212
H -19.1929 20.9932 6.9090
C -18.4431 14.3125 15.7003
C -17.3422 14.9097 16.5632
C -16.0067 14.2278 16.3378
O -17.2182 16.3023 16.2317
H -18.6203 13.2733 15.9901
H -18.0695 14.3009 14.6735
H -19.4058 14.8202 15.7698
H -17.5881 14.7238 17.6151
H -15.2612 14.5306 17.0708
H -15.5699 14.4357 15.3567
H -16.2375 13.1609 16.3130
H -18.1149 16.6456 16.1559
C -14.4384 13.7412 13.2055
O -13.4264 13.5746 12.2416
C -13.4902 14.6403 11.3044
C -12.2523 14.5770 10.4353
N -11.0539 14.8281 11.2721
C -9.8352 14.5946 10.5060
C -9.5886 15.6715 9.4559
O -10.4351 15.5145 8.3296
C -10.3234 16.5009 7.3326
H -14.2693 13.1465 14.1026
H -15.4768 13.5779 12.8977
H -14.4468 14.7952 13.5176
H -13.4112 15.5970 11.8370
H -14.4328 14.6200 10.7524
H -12.2561 15.3697 9.6879
H -12.1053 13.6829 9.8191
H -11.1042 14.1847 12.0538
H -9.6246 13.6044 10.0859
H -8.9376 14.7667 11.1123
H -8.5354 15.6375 9.1480
H -9.6910 16.6746 9.8844
H -10.2103 17.5240 7.6961
H -11.2578 16.4839 6.7711
H -9.5181 16.2726 6.6280
C -16.2490 5.9390 13.5863
O -16.5514 7.2865 13.8400
C -17.5785 7.4436 14.7789
C -17.8979 8.9296 14.9626
N -18.7856 9.4980 13.9260
C -19.3597 10.7889 14.3228
C -18.2994 11.9033 14.2889
O -17.4035 11.8803 13.1903
C -18.0733 12.2417 11.9951
H -17.1070 5.4514 13.1001
H -16.0353 5.3343 14.4717
H -15.4875 5.9583 12.8083
H -17.2333 7.0600 15.7514
H -18.4875 6.8524 14.6145
H -16.9168 9.4156 15.0200
H -18.3816 9.1214 15.9236
H -18.0852 9.7132 13.2188
H -19.7492 10.6873 15.3408
H -20.2858 10.9935 13.7819
H -17.6601 11.8712 15.1704
H -18.8453 12.8556 14.3031
H -18.2184 13.3255 11.9234
H -19.0311 11.7280 11.8775
H -17.4637 11.9760 11.1305
C -16.4535 22.2418 10.4887
O -15.2733 21.5814 10.8938
C -15.0389 21.6897 12.2923
C -16.1952 21.4069 13.2441
N -16.6340 20.0196 13.2711
C -17.6218 19.6667 14.2735
C -18.8936 20.5180 14.2668
O -19.6487 20.1629 15.3954
C -20.7832 21.0083 15.5508
H -17.3435 21.6890 10.8108
H -16.4976 22.2781 9.4021
H -16.5623 23.2350 10.9351
H -14.5244 22.6238 12.5332
H -14.3123 20.8903 12.4831
H -16.9864 22.1094 12.9821
H -15.8039 21.5920 14.2573
H -15.8303 19.4042 13.4052
H -17.1169 19.7475 15.2516
H -17.8744 18.6042 14.2353
H -19.3578 20.2894 13.2994
H -18.5445 21.5536 14.2541
H -21.3106 20.7046 16.4528
H -21.4310 20.8969 14.6782
H -20.5106 22.0581 15.6830
C -22.1489 12.2740 8.3174
O -22.2650 12.8388 9.6007
C -21.1131 12.7307 10.4084
C -21.2709 13.3152 11.7925
N -21.3916 14.7718 11.7724
C -21.6108 15.3193 13.1143
C -21.5314 16.8429 13.0989
O -22.6823 17.3429 12.4678
C -22.8868 18.7045 12.7557
H -21.7696 11.2455 8.3252
H -21.5079 12.9068 7.6983
H -23.1639 12.1420 7.9423
H -20.2545 13.2340 9.9466
H -20.8134 11.6860 10.5492
H -20.4097 13.0028 12.3910
H -22.0540 12.8006 12.3688
H -22.1430 15.0972 11.1733
H -20.8725 14.9021 13.8026
H -22.5964 15.0505 13.5117
H -20.5883 17.2889 12.7700
H -21.5596 17.0847 14.1744
H -23.5332 19.1358 11.9910
H -21.9599 19.2805 12.6429
H -23.3006 18.8962 13.7484
C -20.6465 15.9451 7.9060
C -21.8281 16.4860 8.7167
C -22.3186 17.8409 8.0925
O -21.3594 18.8592 8.0758
C -21.0829 19.4367 9.3304
N -22.8789 15.4559 8.7717
H -20.2517 15.0203 8.3353
H -19.8197 16.6570 7.8976
H -20.9083 15.6607 6.8840
H -21.5768 16.6923 9.7582
H -23.2594 18.2018 8.5261
H -22.6131 17.6506 7.0556
H -20.6136 20.4167 9.2543
H -20.3654 18.8213 9.8862
H -21.9747 19.5250 9.9534
H -23.1223 15.3101 7.7919
H -22.5274 14.5244 9.0558
C -14.2234 19.0794 16.4929
C -13.7055 18.2861 15.2965
C -12.9540 17.0400 15.7855
O -12.5534 16.3087 14.6495
C -11.8478 15.1147 14.9635
N -14.7760 17.9224 14.3453
H -13.4617 19.1904 17.2658
H -15.0872 18.5570 16.9095
H -14.4948 20.0968 16.2091
H -12.9444 18.8818 14.7842
H -13.6198 16.4210 16.4050
H -12.0388 17.2875 16.3356
H -12.5433 14.5850 15.6272
H -10.8872 15.2982 15.4480
H -11.7508 14.5192 14.0611
H -14.3488 17.2170 13.7442
H -15.3495 17.3280 14.9516
*
```

Output
HOMO-LUMO gap = 8.91 eV
Energy = -3126.36877 Eh

Entry 3:
H18KrO9 | the ωB97M-V functional and the def2-TZVPD basis

Geometry as ORCA input:
```
! wB97M-V def2-TZVPD RIJCOSX def2/J DEFGRID3
* xyz 0 1
Kr -0.6375 -24.4912 -12.8850
O -3.0579 -25.5238 -9.9405
H -3.3337 -25.4602 -10.8549
H -3.4843 -26.3169 -9.6158
O -3.1594 -24.8891 -16.1143
H -3.0621 -25.6204 -15.5044
H -2.3290 -24.8608 -16.5895
O -0.7358 -22.2580 -9.1239
H -1.0248 -22.1202 -10.0259
H 0.2154 -22.1563 -9.1585
O -2.5453 -27.1514 -14.6175
H -3.4392 -27.4887 -14.6749
H -2.0814 -27.5768 -15.3387
O -0.9708 -22.6619 -16.5019
H -0.6943 -23.4638 -16.9454
H -0.1818 -22.3474 -16.0605
O -4.5690 -22.6575 -13.3729
H -4.0981 -22.3825 -14.1596
H -4.4028 -23.5980 -13.3101
O 0.1310 -28.0601 -13.6799
H 0.4338 -28.7264 -14.2969
H -0.7331 -27.8073 -14.0047
O 2.6461 -24.8053 -11.2123
H 3.5406 -24.4825 -11.1025
H 2.4392 -24.6313 -12.1305
O 2.6845 -26.5820 -13.6560
H 1.7480 -26.7557 -13.5606
H 2.7351 -25.8995 -14.3253
*
```

Output
HOMO-LUMO gap = 10.43 eV
Energy = -3441.52308 Eh

Entry 4:
C3H5NO2 | the ωB97M-V functional and the def2-TZVPD basis

Geometry as ORCA input:
```
! wB97M-V def2-TZVPD RIJCOSX def2/J DEFGRID3
* xyz 0 1
N -1.1525 1.6768 1.5068
C -0.5423 0.8969 0.7649
O -0.0809 -0.4026 1.2318
C 0.6351 -1.1088 0.2236
C 0.6364 -0.1390 -1.0290
O -0.1243 1.0011 -0.6193
H -1.6068 2.5691 1.6980
H 0.1469 -2.0645 -0.0426
H 1.6795 -1.3132 0.5180
H 1.6749 0.1358 -1.2842
H 0.1800 -0.6616 -1.8862
*
```

Output
HOMO-LUMO gap = 11.01 eV
Energy = -322.49587 Eh

Entry 5:
C6H12O | the ωB97M-V functional and the def2-TZVPD basis

Geometry as ORCA input:
```
! wB97M-V def2-TZVPD RIJCOSX def2/J DEFGRID3
* xyz 0 1
C 1.6275 1.1163 -0.4182
C 0.6298 0.7371 0.9487
C -0.7150 1.4160 0.7320
O -1.2758 0.6377 -0.3219
C -1.0571 -0.7306 0.0206
C -0.9659 -1.5524 -1.2556
C 0.2344 -0.7451 0.9027
H 2.0503 2.1516 -0.4510
H 0.9375 0.9887 -1.2262
H 2.5060 0.4465 -0.5158
H 1.5523 1.1673 1.2584
H -1.4194 1.4050 1.5891
H -0.6038 2.4417 0.3880
H -1.9269 -1.0794 0.6064
H -1.8582 -1.4124 -1.8750
H -0.8723 -2.6199 -1.0245
H -0.0910 -1.2497 -1.8402
H 1.0519 -1.2819 0.4260
H 0.0225 -1.2576 1.8548
*
```

Output
HOMO-LUMO gap = 10.59 eV
Energy = -310.97377 Eh

Entry 6:
C8H12BrNO2 | the ωB97M-V functional and the def2-TZVPD basis

Geometry as ORCA input:
```
! wB97M-V def2-TZVPD RIJCOSX def2/J DEFGRID3
* xyz 0 1
C -1.8338 -1.6304 1.2015
C -1.5373 -0.6009 0.4401
C -1.2401 0.2731 -0.5046
C -1.8628 0.1418 -1.9324
C -0.5416 1.5908 -0.3629
C 0.1717 1.8312 1.0081
C 0.9240 0.6417 1.5606
C 1.1152 -0.4532 0.9078
N 1.4799 -1.2996 0.0288
O 2.4831 -1.2933 -0.7265
O 0.7098 -2.4229 -0.0465
H -1.2399 -2.5043 1.1528
H -2.8407 -1.8300 1.6851
H -1.9924 1.1630 -2.2209
H -2.6779 -0.5322 -1.9882
H -1.1042 -0.3067 -2.6294
H -1.2666 2.3434 -0.5384
H 0.1823 1.6779 -1.0999
H -0.3833 2.0728 1.8614
H 1.0186 2.6551 1.0325
H 1.1853 0.6451 2.6564
H 1.1805 -2.9349 -0.7404
Br 4.6225 0.7701 -0.2175
H 3.4477 0.0026 -0.5275
*
```

Output
HOMO-LUMO gap = 9.53 eV
Energy = -3091.01222 Eh

Entry 7:
C24H43IrN2P3S | the ωB97M-V functional and the def2-TZVPD basis

Geometry as ORCA input:
```
! wB97M-V def2-TZVPD RIJCOSX def2/J DEFGRID3
* xyz 3 5
Ir 0.0825 0.2014 0.3927
P 2.0310 0.9600 1.4659
P -1.7213 1.6159 0.7835
P 0.7047 1.1995 -1.4606
H -0.8093 -2.5197 -0.1755
C 0.0511 -1.9025 -0.4591
C 1.2964 -1.8968 0.2171
H 1.4233 -2.4749 1.1344
C 2.5844 0.1118 2.9954
C 1.9377 2.7340 1.9699
C 3.6286 0.9136 0.5433
C -3.1247 0.7570 -0.0230
C -2.5159 1.9758 2.4026
C -1.7223 3.3506 0.1687
C 2.0843 0.3532 -2.3289
C 1.3308 2.9432 -1.4458
C -0.7267 1.4476 -2.5943
H 0.2196 -1.9247 -1.5533
H 2.1900 -1.8138 -0.4236
H 2.4089 -0.9679 2.9108
H 2.0526 0.5090 3.8692
H 3.6635 0.2992 3.1067
H 0.9339 3.0056 2.3255
H 2.2086 3.3893 1.1310
H 2.6629 2.8673 2.7886
H 3.7641 -0.0806 0.0973
H 4.4228 1.0788 1.2863
H 3.6886 1.7003 -0.2201
H -4.0628 1.2874 0.1798
H -3.2051 -0.2506 0.4011
H -2.9881 0.6735 -1.1035
H -3.4587 2.5192 2.2471
H -1.8673 2.6073 3.0189
H -2.7367 1.0591 2.9577
H -2.6340 3.8592 0.5103
H -1.6871 3.4424 -0.9173
H -0.8754 3.8983 0.5971
H 2.2043 0.7696 -3.3414
H 1.9120 -0.7287 -2.4219
H 3.0315 0.5022 -1.7932
H 1.4244 3.2959 -2.4885
H 2.3226 3.0258 -0.9814
H 0.6242 3.6109 -0.9310
H -0.3686 1.5643 -3.6276
H -1.3079 2.3433 -2.3390
H -1.4062 0.5884 -2.5647
C -0.4636 -2.6536 -4.9198
C -1.5362 -2.5278 -5.8292
C -1.7154 -3.4587 -6.8530
C -0.8034 -4.5290 -6.9999
C 0.3174 -4.6232 -6.1466
C 0.4906 -3.6787 -5.1211
S -0.1212 -1.3441 -3.8177
H -0.8149 -1.4797 -2.5936
H -2.1578 -1.6349 -5.7424
H -2.5626 -3.3318 -7.5360
H -0.9723 -5.2795 -7.7648
H 1.0588 -5.4158 -6.2831
H 1.3980 -3.6614 -4.5065
N -1.2252 -2.3008 3.6831
C -0.9213 -1.9733 2.4067
N -0.5182 -0.7080 2.3244
C -0.5584 -0.1629 3.6315
C -0.2310 1.0727 4.2213
C -0.3953 1.2412 5.5986
C -0.8534 0.1979 6.4199
C -1.1533 -1.0465 5.8442
C -1.0087 -1.1807 4.4775
H -1.5451 -3.2084 4.0179
H -0.9658 -2.7326 1.6227
H 0.1680 1.8835 3.6009
H -0.1372 2.2071 6.0545
H -0.9599 0.3312 7.4921
H -1.4837 -1.9020 6.4111
*
```

Output
HOMO-LUMO gap (alpha / beta) = 4.26 / 1.96 eV
Energy = -2575.26221 Eh
<S²> = 6.0383

Entry 8:
C4H6O2S2 | the ωB97M-V functional and the def2-TZVPD basis

Geometry as ORCA input:
```
! wB97M-V def2-TZVPD RIJCOSX def2/J DEFGRID3
* xyz 0 1
C 2.3551 -0.5922 0.1058
C 1.9238 0.6240 -0.7376
C 0.4721 0.7662 -0.6474
C -0.6799 1.0556 -0.2726
S -2.3486 1.1607 0.2196
O -2.1901 0.6245 1.7451
H 1.5112 -1.2021 0.1610
H 2.5086 -0.2971 1.0951
H 3.2604 -1.0622 -0.3521
H 2.3030 0.3876 -1.7785
H 2.3480 1.5503 -0.3948
H -2.0838 -0.3064 1.7886
O -5.0136 -1.4725 0.1665
S -4.3661 -1.2365 -1.0988
*
```

Output
HOMO-LUMO gap (alpha / beta) = 7.21 / 7.20 eV
Energy = -1102.69171 Eh

Entry 9:
C4H12N4 | the ωB97M-V functional and the def2-TZVPD basis

Geometry as ORCA input:
```
! wB97M-V def2-TZVPD RIJCOSX def2/J DEFGRID3
* xyz 2 1
C -1.9277 0.0154 -0.8252
C 1.2350 -0.1332 0.4578
C 3.3227 0.2170 -0.8396
C -1.8502 0.9200 1.4285
N 1.9365 0.5678 -0.3444
N -1.4301 0.5285 0.2094
N -3.2345 -0.3363 -1.0655
N 1.3165 -1.3371 0.9521
H -1.2495 -0.3557 -1.6240
H 4.0353 0.7768 -0.3536
H 3.5502 -0.8283 -0.6268
H 3.3636 0.2786 -1.9793
H -1.6985 1.8867 1.7690
H -2.8803 0.3636 1.6637
H -1.4028 0.2240 2.1862
H 1.6266 1.4567 -0.7245
H -3.4408 -0.6753 -2.0371
H -4.0138 0.0639 -0.4816
H 0.8030 -1.7062 1.7582
H 1.9387 -1.9268 0.4768
*
```

Output
HOMO-LUMO gap (alpha / beta) = 8.91 / 7.27 eV
Energy = -377.84194 Eh

Entry 10:
C5H12O2 | the ωB97M-V functional and the def2-TZVPD basis

Geometry as ORCA input:
```
! wB97M-V def2-TZVPD RIJCOSX def2/J DEFGRID3
* xyz 0 1
C -0.5318 0.7990 2.4286
C 0.4018 -0.0551 1.5578
C -0.2681 -0.1857 0.1834
O -0.5738 1.1399 -0.2487
C 0.4213 -0.8292 -1.0263
C -0.4144 -0.3740 -2.2674
O 1.7659 -0.3557 -1.0219
H -0.7206 1.7544 1.9332
H -1.5052 0.3053 2.5472
H -0.1235 0.9945 3.4235
H 1.3742 0.4397 1.4433
H 0.5878 -1.0243 2.0376
H -1.2137 -0.7300 0.3162
H 0.2696 1.4481 -0.6173
H 0.4276 -1.9331 -0.9757
H -0.2364 0.6628 -2.5872
H -0.2278 -1.0250 -3.1204
H -1.4899 -0.3978 -2.0397
H 2.1599 -0.5097 -1.8881
*
```

Output
HOMO-LUMO gap = 10.93 eV
Energy = -348.16687 Eh

Entry 11:
C26H51BrF3N2O12P2S3 | the ωB97M-V functional and the def2-TZVPD basis

Geometry as ORCA input:
```
! wB97M-V def2-TZVPD RIJCOSX def2/J DEFGRID3
* xyz 1 1
C 1.4058 -3.7479 3.6901
C 2.2067 -2.8294 4.2432
C 3.2908 -2.2454 3.4121
O 3.6827 -2.8341 2.4866
O 3.8376 -1.0181 3.6979
C 2.9165 0.0236 3.3740
C 2.9494 0.3943 1.8688
C 1.7968 -0.3006 1.0753
C 0.9505 0.6736 0.2011
C -0.4493 0.0471 -0.0338
C -1.6541 0.8980 0.4671
C -2.4073 0.2731 1.6378
C -3.5042 -0.8557 1.3517
C -4.3840 -0.3729 0.1659
C -4.0255 -0.9597 -1.1982
F -4.3912 -2.2761 -1.3225
P -2.8108 -2.6719 1.2991
N -4.1527 -3.7348 1.0570
O -1.9010 -2.8910 -0.0666
C -4.2122 -0.8261 2.8369
F -3.7480 -1.9814 3.4815
C -5.7304 -1.0235 2.8550
C -6.3858 -1.5664 4.1381
O -7.0578 -0.5048 4.8561
C -6.7140 -0.4315 6.1582
O -7.4157 0.0562 6.9220
N -3.5795 0.2393 3.7100
O -4.6574 0.9765 4.2958
P -2.6763 -0.2507 5.2177
S -0.9777 -1.0935 4.9753
C -2.9492 1.2456 2.7001
Br -4.5829 2.2796 2.0920
C -2.0766 2.4015 3.2123
C -0.6851 2.0833 3.7730
F 0.0497 1.2229 3.0081
H 0.9202 -3.5559 2.7334
H 1.2337 -4.7019 4.1866
H 2.0109 -2.5296 5.2732
H 1.9087 -0.2540 3.7162
H 3.2137 0.9184 3.9327
H 3.8941 0.0002 1.4866
H 2.8446 1.4784 1.7805
H 1.1685 -0.8158 1.8181
H 2.1897 -1.0941 0.4298
H 0.9288 1.6443 0.7040
H 1.4818 0.7532 -0.7506
H -0.5501 -0.2078 -1.0957
H -0.4702 -0.9002 0.5225
H -2.2731 1.1636 -0.3950
H -1.2373 1.8460 0.8280
H -1.6570 -0.3224 2.2010
H -4.3328 0.7091 0.0275
H -5.4545 -0.5816 0.2979
H -2.9856 -0.7758 -1.4959
H -4.6245 -0.4023 -1.9307
H -4.3945 -4.1566 1.9495
H -4.9814 -3.2557 0.7084
H -1.6897 -2.0771 -0.5472
H -6.2831 -0.1238 2.5687
H -5.9363 -1.7426 2.0581
H -7.1301 -2.3115 3.8452
H -5.7146 -2.0622 4.8471
H -5.7322 -0.7902 6.5224
H -4.3526 1.4114 5.1150
H -3.5660 -1.1068 5.8935
H -2.5168 0.9078 6.0296
H -2.6361 2.9024 4.0153
H -2.0052 3.1438 2.4170
H -0.7409 1.7404 4.8117
H -0.1293 3.0287 3.8215
O 0.7983 0.0326 -3.2620
S 1.4612 0.7748 -4.2985
O 1.2670 2.1844 -4.4289
O 1.1623 0.0775 -5.7017
C -0.2086 -0.1570 -6.0670
C -0.8997 1.1107 -6.5317
C 3.1873 0.4366 -4.2478
H -0.7467 -0.6210 -5.2377
H -0.1846 -0.8795 -6.8812
H -1.0133 1.8220 -5.7135
H -1.8922 0.8813 -6.9216
H -0.3166 1.6029 -7.3103
H 3.3336 -0.6391 -4.1872
H 3.5937 0.9227 -3.3628
H 3.6536 0.8438 -5.1415
O 7.2431 3.7006 -5.8276
S 6.9243 2.4234 -6.3829
O 5.9012 1.6017 -5.8078
O 8.2610 1.5655 -6.5163
C 9.0789 1.3964 -5.3437
C 8.4983 0.3744 -4.3857
C 6.6059 2.5994 -8.1068
H 9.2355 2.3576 -4.8507
H 10.0489 1.0535 -5.6997
H 7.5652 0.7290 -3.9478
H 9.1984 0.1741 -3.5740
H 8.2793 -0.5590 -4.9055
H 7.4024 3.1893 -8.5526
H 5.6515 3.1115 -8.2130
H 6.5526 1.6110 -8.5568
*
```

Output
HOMO-LUMO gap = 7.24 eV
Energy = -6784.05722 Eh